No. 1
146
Properties=species:S:1:pos:R:3 method="wB97M-V/def2-TZVPD" gap_ev=10.26 multiplicity=1 homo_ev=-10.2 e_lumo_ev=0.065
C 4.100 1.924 1.600
C 4.739 2.543 2.856
O 3.894 2.174 3.922
C 2.943 1.313 3.480
O 2.142 0.769 4.164
O 3.021 1.164 2.141
H 4.762 1.194 1.131
H 3.678 2.556 0.819
H 4.829 3.619 2.720
H 5.734 2.112 2.955
C -0.450 -1.266 -5.778
C -0.102 -2.687 -6.266
O -0.774 -3.534 -5.354
C -1.538 -2.814 -4.507
O -2.174 -3.282 -3.624
O -1.533 -1.504 -4.878
H -0.747 -0.720 -6.667
H 0.396 -0.854 -5.233
H 0.961 -2.901 -6.361
H -0.574 -2.906 -7.228
C -2.752 3.366 -5.443
O -3.289 4.667 -5.543
C -4.622 4.736 -5.653
O -5.380 3.802 -5.617
O -4.999 6.002 -5.531
C -6.407 6.240 -5.689
H -1.675 3.516 -5.559
H -3.080 2.661 -6.204
H -2.814 2.854 -4.479
H -6.862 5.850 -4.780
H -6.850 5.754 -6.555
H -6.543 7.310 -5.807
C 3.279 2.569 -2.541
O 2.984 1.529 -3.431
C 2.703 1.767 -4.725
O 2.488 2.848 -5.182
O 2.900 0.664 -5.453
C 3.147 -0.597 -4.845
H 4.317 2.556 -2.205
H 2.659 2.491 -1.647
H 3.118 3.570 -2.945
H 2.827 -0.727 -3.815
H 4.214 -0.822 -4.897
H 2.667 -1.368 -5.449
C 2.302 -0.873 6.859
O 0.964 -0.669 6.469
C 0.197 -1.724 6.194
O 0.492 -2.877 6.317
O -0.956 -1.364 5.616
C -1.315 0.013 5.580
H 2.668 -1.898 6.812
H 2.409 -0.594 7.911
H 2.943 -0.222 6.272
H -0.619 0.538 4.922
H -1.369 0.444 6.578
H -2.276 0.207 5.103
C 0.919 3.700 1.237
C -0.543 4.046 1.332
O -1.192 3.234 2.315
C -2.477 3.455 2.517
O -3.156 4.248 1.909
O -2.932 2.637 3.463
C -4.349 2.536 3.605
H 1.529 4.402 0.675
H 0.968 2.678 0.860
H 1.348 3.663 2.243
H -1.115 3.948 0.410
H -0.608 5.091 1.653
H -4.784 3.383 4.134
H -4.505 1.647 4.210
H -4.824 2.450 2.630
C -1.600 -0.615 2.148
C -0.157 -0.408 1.673
O -0.025 0.597 0.672
C -0.359 0.259 -0.552
O -0.741 -0.823 -0.926
O -0.209 1.354 -1.313
C -0.418 1.207 -2.705
H -2.163 -1.200 1.421
H -2.113 0.298 2.449
H -1.500 -1.228 3.047
H 0.338 -1.345 1.433
H 0.386 -0.061 2.554
H -1.012 0.313 -2.908
H 0.530 1.236 -3.232
H -1.116 1.969 -3.060
C -4.947 -5.069 1.447
C -3.814 -5.099 2.440
O -2.829 -4.096 2.136
C -1.643 -4.238 2.728
O -1.455 -4.575 3.856
O -0.684 -3.603 2.009
C -0.601 -3.760 0.605
H -5.644 -4.253 1.635
H -5.419 -6.046 1.375
H -4.550 -4.823 0.456
H -3.326 -6.072 2.463
H -4.267 -4.911 3.416
H -1.502 -3.318 0.164
H -0.644 -4.790 0.243
H 0.221 -3.201 0.179
C -3.583 4.743 -1.859
C -4.813 3.901 -2.124
O -4.641 2.576 -1.631
C -5.097 1.535 -2.372
O -5.726 1.619 -3.386
O -4.888 0.387 -1.748
C -4.142 0.370 -0.524
H -2.693 4.419 -2.405
H -3.325 4.752 -0.799
H -3.736 5.773 -2.186
H -5.128 3.940 -3.166
H -5.664 4.298 -1.562
H -3.166 0.856 -0.529
H -3.954 -0.674 -0.295
H -4.768 0.888 0.201
C 1.832 -3.894 -2.512
C 2.184 -2.895 -1.450
O 3.595 -2.548 -1.619
C 4.014 -1.331 -1.319
O 3.435 -0.487 -0.678
O 5.202 -1.141 -1.893
C 5.891 0.046 -1.553
H 1.994 -3.510 -3.518
H 0.766 -4.118 -2.411
H 2.360 -4.829 -2.337
H 2.272 -3.342 -0.456
H 1.566 -2.001 -1.381
H 6.962 -0.155 -1.528
H 5.609 0.504 -0.610
H 5.769 0.792 -2.341
C 2.655 -2.168 2.621
C 4.062 -2.718 2.734
O 4.045 -3.801 3.692
C 5.135 -3.984 4.401
O 6.090 -3.248 4.497
O 5.015 -5.121 5.098
C 6.043 -5.489 5.989
H 2.548 -1.560 1.721
H 2.456 -1.508 3.468
H 1.884 -2.939 2.634
H 4.790 -1.977 3.054
H 4.363 -3.151 1.778
H 6.761 -6.184 5.551
H 5.604 -5.940 6.875
H 6.624 -4.620 6.302

No. 2
129
Properties=species:S:1:pos:R:3 method="wB97M-V/def2-TZVPD" gap_ev=9.00 multiplicity=1 homo_ev=-8.5 e_lumo_ev=0.466
C 2.285 2.307 2.654
C 2.216 3.682 1.867
C 2.726 3.624 0.355
I 3.164 1.597 -0.308
Si 1.486 4.442 -0.884
O 0.172 5.186 -0.098
Si -1.327 4.436 -0.545
C -2.684 5.636 0.113
C -4.039 4.870 0.258
C -4.862 4.771 -0.966
C -6.113 4.028 -0.870
C -6.491 3.427 0.403
C -5.699 3.559 1.627
C -4.437 4.304 1.541
C -3.607 4.430 2.870
C -1.401 2.796 0.416
C -1.817 1.514 -0.419
C -2.557 1.802 -1.778
O -0.617 0.766 -0.693
C -0.860 -0.628 -0.860
C -1.180 -1.383 0.479
C -0.195 -1.715 1.492
C -0.600 -2.404 2.723
C -2.019 -2.715 2.915
C -3.039 -2.392 1.920
C -2.599 -1.726 0.693
H 1.981 2.524 3.718
H 1.568 1.541 2.269
H 3.327 1.898 2.708
H 1.165 4.051 1.975
H 2.868 4.395 2.451
H 3.698 4.189 0.330
H 0.981 3.471 -1.860
H 2.264 5.519 -1.541
H -1.428 4.311 -1.999
H -2.340 6.112 1.066
H -2.769 6.461 -0.649
H -4.487 5.257 -1.895
H -6.768 3.913 -1.760
H -7.430 2.830 0.481
H -6.028 3.087 2.580
H -4.349 4.747 3.657
H -2.831 5.237 2.799
H -3.191 3.447 3.201
H -0.356 2.595 0.803
H -2.048 2.867 1.329
H -2.552 0.942 0.223
H -3.463 2.444 -1.638
H -1.874 2.167 -2.597
H -2.938 0.803 -2.152
H -1.619 -0.864 -1.661
H 0.111 -1.073 -1.229
H 0.870 -1.435 1.332
H 0.178 -2.649 3.489
H -2.368 -3.233 3.844
H -4.121 -2.614 2.021
H -3.346 -1.455 -0.092
C 1.573 -6.870 8.602
O 0.401 -6.751 7.812
C -0.753 -6.381 8.564
C -1.195 -4.966 8.211
N -0.251 -3.974 8.719
C -0.475 -2.624 8.201
C -0.306 -2.405 6.693
O 1.033 -2.553 6.232
C 1.413 -3.891 5.945
H 2.352 -7.313 7.981
H 1.921 -5.888 8.938
H 1.404 -7.520 9.465
H -0.599 -6.496 9.640
H -1.550 -7.071 8.269
H -2.181 -4.778 8.649
H -1.285 -4.909 7.120
H 0.690 -4.255 8.472
H 0.239 -1.971 8.712
H -1.474 -2.291 8.500
H -0.574 -1.364 6.488
H -0.996 -3.013 6.097
H 0.578 -4.494 5.579
H 1.865 -4.354 6.824
H 2.181 -3.862 5.168
C 5.344 -5.243 -4.160
O 4.267 -4.361 -4.432
C 3.090 -5.027 -4.885
C 1.989 -4.952 -3.833
N 2.306 -5.785 -2.676
C 1.424 -5.563 -1.528
C 1.448 -4.177 -0.874
O 2.671 -3.863 -0.222
C 3.678 -3.328 -1.067
H 6.235 -4.640 -3.986
H 5.150 -5.833 -3.259
H 5.534 -5.909 -5.006
H 3.290 -6.061 -5.183
H 2.750 -4.487 -5.774
H 1.048 -5.295 -4.274
H 1.875 -3.900 -3.548
H 3.257 -5.601 -2.384
H 1.713 -6.293 -0.767
H 0.396 -5.803 -1.819
H 0.688 -4.181 -0.087
H 1.157 -3.377 -1.566
H 3.264 -2.734 -1.884
H 4.312 -4.128 -1.454
H 4.314 -2.680 -0.459
C 0.206 6.696 -7.416
O 0.376 5.481 -8.127
C 1.728 5.029 -8.160
C 1.897 3.768 -7.321
N 1.778 4.063 -5.895
C 1.674 2.872 -5.051
C 0.445 1.976 -5.242
O -0.781 2.582 -4.851
C -1.389 3.392 -5.845
H -0.813 7.044 -7.586
H 0.340 6.545 -6.341
H 0.899 7.463 -7.773
H 2.432 5.810 -7.857
H 1.945 4.776 -9.203
H 2.884 3.337 -7.516
H 1.135 3.050 -7.644
H 0.955 4.632 -5.741
H 1.670 3.222 -4.014
H 2.580 2.269 -5.173
H 0.571 1.114 -4.580
H 0.373 1.566 -6.256
H -1.195 3.028 -6.855
H -1.064 4.429 -5.740
H -2.468 3.374 -5.675

No. 3
129
Properties=species:S:1:pos:R:3 method="wB97M-V/def2-TZVPD" gap_ev="9.15 / 9.52" multiplicity=5 homo_ev="-8.8 / -9.7" e_lumo_ev="0.307 / -0.193"
C 28.943 -4.222 5.745
C 27.974 -5.361 6.128
C 27.470 -5.074 7.606
C 26.462 -6.105 8.137
C 25.227 -5.950 7.253
C 25.566 -6.263 5.751
N 26.825 -5.595 5.253
O 27.069 -5.468 3.770
C 25.602 -7.713 5.569
C 24.360 -5.668 5.015
C 28.849 -6.663 6.286
H 28.862 -3.285 6.296
H 28.813 -4.089 4.671
H 30.005 -4.413 5.900
H 28.352 -4.895 8.222
H 27.058 -4.079 7.771
H 26.096 -5.835 9.128
H 26.863 -7.110 8.274
H 24.710 -4.995 7.346
H 24.610 -6.766 7.632
H 26.174 -8.161 6.381
H 24.646 -8.228 5.668
H 25.950 -7.990 4.574
H 24.384 -4.581 5.087
H 24.410 -5.738 3.928
H 23.359 -6.014 5.274
H 29.765 -6.516 6.857
H 29.242 -7.063 5.351
H 28.424 -7.535 6.782
C 21.003 -2.737 6.297
C 19.807 -3.767 6.405
C 20.314 -4.965 5.716
C 19.393 -6.121 5.806
C 19.271 -6.424 7.294
C 18.887 -5.330 8.329
N 19.537 -4.045 7.881
O 19.432 -2.884 8.792
C 17.378 -5.152 8.282
C 19.234 -5.779 9.764
C 18.663 -3.219 5.471
H 21.326 -2.650 5.260
H 21.849 -3.017 6.925
H 20.675 -1.778 6.699
H 20.462 -4.777 4.652
H 21.257 -5.303 6.147
H 19.802 -6.959 5.242
H 18.444 -6.020 5.280
H 19.986 -7.071 7.803
H 18.428 -7.108 7.193
H 16.996 -4.275 8.804
H 17.069 -5.116 7.238
H 16.877 -5.899 8.898
H 20.322 -5.835 9.717
H 19.122 -5.032 10.550
H 18.848 -6.705 10.189
H 19.022 -3.172 4.443
H 18.378 -2.184 5.663
H 17.754 -3.801 5.620
C 25.905 -14.672 6.381
C 25.112 -13.624 5.578
C 25.091 -12.284 6.485
C 26.398 -11.540 6.416
C 26.673 -11.113 4.882
C 26.820 -12.390 3.975
N 25.650 -13.295 4.191
O 25.500 -14.406 3.279
C 26.676 -11.714 2.614
C 28.227 -13.005 4.055
C 23.636 -14.033 5.527
H 25.416 -14.793 7.348
H 26.942 -14.506 6.674
H 25.913 -15.624 5.849
H 24.293 -11.611 6.168
H 24.936 -12.427 7.554
H 27.199 -12.192 6.765
H 26.194 -10.683 7.057
H 27.595 -10.535 4.927
H 25.960 -10.346 4.580
H 26.874 -12.442 1.826
H 25.621 -11.442 2.587
H 27.200 -10.774 2.438
H 28.874 -12.845 3.192
H 28.774 -12.758 4.965
H 28.122 -14.090 4.058
H 23.143 -13.338 4.847
H 23.089 -13.987 6.468
H 23.612 -15.039 5.109
C 17.592 -12.456 8.762
C 18.197 -13.402 7.705
C 17.181 -14.467 7.258
C 16.101 -14.095 6.214
C 16.937 -13.627 5.016
C 17.918 -12.381 5.269
N 18.743 -12.624 6.535
O 19.811 -11.715 6.767
C 18.935 -12.472 4.088
C 17.039 -11.063 5.316
C 19.277 -14.141 8.548
H 17.243 -12.934 9.678
H 16.714 -12.152 8.192
H 18.192 -11.564 8.943
H 17.592 -15.440 6.988
H 16.614 -14.633 8.174
H 15.447 -13.277 6.516
H 15.484 -14.966 5.993
H 16.213 -13.373 4.241
H 17.398 -14.525 4.606
H 19.303 -13.477 3.884
H 18.461 -12.116 3.173
H 19.807 -11.824 4.171
H 17.462 -10.221 4.767
H 16.086 -11.191 4.803
H 16.922 -10.600 6.295
H 19.971 -14.700 7.920
H 19.002 -15.067 9.053
H 19.822 -13.509 9.249
Cl 24.169 -13.051 0.020
C 22.752 -12.161 0.535
C 22.147 -11.384 -0.659
Cl 21.155 -10.045 0.064
H 22.977 -11.535 1.399
H 22.086 -12.994 0.759
H 21.449 -12.099 -1.095
H 22.946 -11.066 -1.329
C 21.798 -9.515 4.328
Cl 22.640 -11.041 3.923
Cl 22.560 -8.113 3.400
Cl 22.082 -9.344 6.055
H 20.729 -9.458 4.123